The following is a quantum chemistry calculation of one molecule with the formula C4H10O2 at a distorted geometry, from OMol25.

Structure (XYZ):
```
16
Properties=species:S:1:pos:R:3:forces:R:3
C 0.408428 1.298194 -1.076868 -1.77 0.87 -0.34
O -0.828438 0.819864 -1.623123 -0.08 -0.42 -0.22
C 0.453665 1.061476 0.446820 0.95 1.41 -1.54
C 1.052619 -0.291011 0.793879 -1.09 -0.79 1.14
C -0.026424 -1.258570 1.280705 0.00 -1.53 -0.18
O -1.033572 -1.488428 0.268027 0.53 -0.12 0.03
H 1.214421 0.984571 -1.721267 0.74 -0.91 0.37
H 0.356926 2.357477 -1.339784 0.06 0.29 0.59
H -1.191286 0.102460 -1.081569 0.29 0.13 0.05
H -0.592095 1.268877 0.749083 0.60 -0.53 0.31
H 1.064866 1.897482 0.828871 -0.14 -0.44 0.22
H 1.755966 -0.268424 1.626678 0.27 0.38 -0.10
H 1.564864 -0.777020 -0.051600 -0.11 0.36 0.13
H -0.622691 -0.974799 2.152698 0.39 0.58 -0.11
H 0.464874 -2.228387 1.596380 -0.51 0.74 -0.52
H -0.596302 -1.907642 -0.486773 -0.12 -0.01 0.16
```
Positions in Å, forces in eV/Å.

Output
* frontier orbital gap: 10.778 eV
* SMILES: OCCCCO
* HOMO energy: -9.865 eV
* charge: 0


The following is a quantum chemistry calculation of an isolated ion of composition C4H10O2PS and charge -1 at a distorted geometry, from OMol25.

Structure (XYZ):
```
18
Properties=species:S:1:pos:R:3:forces:R:3
C 2.114838 -1.270438 -0.081901 2.94 -0.63 -0.33
C -0.945525 2.124430 -0.147837 -0.26 1.57 -0.31
C 0.681016 -1.652729 -0.318328 -0.80 0.76 0.56
C 0.082379 1.095325 0.127877 0.08 -1.39 -1.33
O -1.744937 -0.641687 1.441704 0.49 0.14 2.58
O -3.516114 0.062425 -0.280460 3.99 -3.37 1.05
P -0.339432 -0.282651 -1.116058 0.46 0.10 0.99
S -2.259803 -0.992925 0.138766 -4.16 3.37 -3.57
H 2.451057 -0.679437 0.803062 -1.05 0.15 -0.73
H 2.862950 -2.157561 0.042920 -1.50 0.89 -0.41
H 2.448420 -0.778144 -1.041951 0.08 -0.13 1.12
H -0.798739 2.630724 -1.115579 -0.26 0.01 0.36
H -1.983522 1.834809 0.012137 0.06 -0.66 -0.55
H -0.785060 2.769660 0.680979 -0.01 1.73 0.43
H 0.077419 -1.871326 0.564691 0.56 -0.34 0.27
H 0.700045 -2.497901 -0.964497 -0.28 -0.83 -0.57
H -0.167688 0.819838 1.126751 0.27 -1.06 0.83
H 1.122702 1.487580 0.127716 -0.59 -0.32 -0.40
```
Positions in Å, forces in eV/Å.

Output
* frontier orbital gap: 6.988 eV
* SMILES: CCP(CC)#S(=O)[O-]
* HOMO energy: -3.233 eV
* charge: -1


The following is a quantum chemistry calculation of one molecule with the formula C4H10O2S, from OMol25.

Structure (XYZ):
```
17
Properties=species:S:1:pos:R:3:forces:R:3
O -3.049452 -0.608434 0.128079 -0.46 -0.09 -0.28
H -2.962979 -0.874933 -0.794235 0.00 0.00 0.10
C -1.783443 -0.281310 0.640586 0.37 0.09 0.02
C -1.165780 0.913329 -0.085880 0.25 -0.04 0.37
H -1.844986 1.764228 -0.029216 -0.03 -0.06 -0.10
H -0.964712 0.685915 -1.133732 -0.08 0.01 -0.05
S 0.400942 1.451021 0.679776 0.07 -0.04 -0.19
C 1.641736 0.760289 -0.472733 -0.36 -0.13 0.30
H 1.384100 1.065948 -1.486076 0.07 0.02 -0.04
H 2.577502 1.233102 -0.176615 0.05 0.00 -0.07
C 1.760007 -0.755556 -0.357489 -0.12 0.15 -0.34
O 2.122423 -1.166496 0.929693 0.13 -0.07 0.43
H 1.579004 -0.675984 1.563457 -0.03 -0.03 -0.08
H 2.546653 -1.111436 -1.029238 -0.10 0.02 0.00
H 0.812076 -1.227211 -0.663190 0.13 0.07 -0.07
H -1.945409 -0.025150 1.690167 0.11 -0.05 -0.08
H -1.107675 -1.147325 0.596643 0.00 0.14 0.08
```
Positions in Å, forces in eV/Å.

Output
* frontier orbital gap: 9.803 eV
* SMILES: OCCSCCO
* HOMO energy: -9.087 eV
* charge: 0


The following is a quantum chemistry calculation of a 2-piece molecular cluster, C4H10O3 overall at a distorted geometry, from OMol25.

Structure (XYZ):
```
17
Properties=species:S:1:pos:R:3:forces:R:3
O 3.657608 0.062613 -1.061318 -2.50 -0.25 0.07
C 2.427821 -0.052188 -1.077950 2.15 -1.05 -1.06
C 1.516597 0.943682 -0.425179 0.35 -2.23 0.49
C 0.106541 0.498931 -0.242954 -3.74 0.78 1.43
C -0.453861 1.296584 1.046148 2.99 -0.90 -2.07
O -0.094996 -0.894172 -0.013521 1.43 -0.33 -0.25
H 1.950384 -0.919393 -1.676303 0.51 1.06 0.83
H 1.856395 1.080744 0.600234 0.76 0.59 -0.23
H 1.576679 1.788280 -1.068791 -0.02 1.17 -0.03
H -0.591140 0.765015 -1.039764 0.48 0.22 -0.56
H -0.045947 0.623566 1.820680 -0.74 0.86 0.37
H 0.053596 2.268274 0.984145 -0.15 -0.15 0.62
H -1.482019 1.478001 0.950054 -1.53 -0.27 0.47
H -0.949622 -1.113465 0.375624 -0.10 0.41 -0.04
H -3.702805 -2.800252 0.892050 2.60 1.25 -1.55
H -2.955538 -2.630924 -0.477649 -0.27 -0.61 -2.01
O -2.869699 -2.395293 0.414494 -2.22 -0.55 3.54
```
Positions in Å, forces in eV/Å.

Output
* frontier orbital gap: 9.921 eV
* SMILES: C[C@H](O)CC=O.O
* HOMO energy: -9.513 eV
* charge: 0


The following is a quantum chemistry calculation of a 2-piece molecular cluster, C4H10O3 overall at a distorted geometry, from OMol25.

Structure (XYZ):
```
17
Properties=species:S:1:pos:R:3:forces:R:3
O 0.310245 1.782713 1.849244 -0.92 0.22 0.41
C -0.597677 1.688577 1.061335 1.37 -0.14 -2.14
O -1.366110 2.757591 0.666227 0.76 -0.27 1.83
C -0.796657 0.539615 0.099864 -0.81 0.00 1.37
C -0.178345 0.916165 -1.309742 1.77 -1.48 2.64
C 0.373564 -0.338992 -1.991650 -1.72 0.39 -1.56
H -1.053868 3.379353 1.352375 -0.49 0.63 -0.52
H -1.883574 0.519549 0.050752 -0.22 -0.46 -0.58
H -0.522796 -0.384034 0.697157 0.36 0.83 -1.41
H -0.905448 1.500627 -1.821612 -0.40 0.16 -0.78
H 0.717679 1.515185 -1.117308 -0.34 0.44 0.04
H 1.049661 -0.943835 -1.401059 0.70 0.58 0.08
H 0.728017 -0.027139 -3.021921 -0.03 -0.85 1.21
H -0.474836 -1.023751 -2.089763 -0.02 -0.06 -0.57
H 1.640578 -4.199758 1.527929 0.61 -0.40 0.60
H 1.676312 -3.925371 3.151765 0.58 -0.55 -0.44
O 1.283262 -3.756487 2.296405 -1.20 0.96 -0.17
```
Positions in Å, forces in eV/Å.

Output
* frontier orbital gap: 11.127 eV
* SMILES: CCCC(=O)O.O
* HOMO energy: -10.296 eV
* charge: 0


The following is a quantum chemistry calculation of one molecule with the formula C4H10O3, from OMol25.

Structure (XYZ):
```
17
Properties=species:S:1:pos:R:3:forces:R:3
C 2.261737 0.829492 -0.082347 0.16 0.17 0.00
O 1.625118 -0.382368 0.269554 0.01 -0.09 0.00
C 0.463789 -0.650997 -0.500209 -0.14 0.02 -0.11
C -0.745461 -0.785239 0.440086 -0.10 -0.18 -0.21
O -0.593429 0.090092 1.540558 0.24 -0.02 0.15
C -2.024696 -0.355365 -0.269782 -0.05 -0.34 -0.02
O -1.975719 1.019946 -0.574234 0.01 0.16 0.21
H 3.029808 1.016044 0.672514 -0.08 0.00 -0.15
H 1.547082 1.665318 -0.089028 0.13 -0.12 0.02
H 2.735098 0.758976 -1.071376 -0.07 0.01 0.14
H 0.269356 0.173112 -1.196071 0.07 -0.08 0.07
H 0.614914 -1.572074 -1.077661 -0.07 0.12 0.10
H -0.844261 -1.822837 0.793357 0.01 0.13 -0.05
H 0.357876 0.065311 1.740817 -0.21 0.10 0.03
H -2.891650 -0.591525 0.364433 0.13 0.03 -0.08
H -2.134404 -0.898982 -1.214242 0.00 0.04 0.10
H -1.695165 1.441098 0.253623 -0.05 0.05 -0.20
```
Positions in Å, forces in eV/Å.

Output
* frontier orbital gap: 11.050 eV
* SMILES: COC[C@@H](O)CO
* HOMO energy: -10.160 eV
* charge: 0


The following is a quantum chemistry calculation of a 2-piece molecular cluster, C4H10O3 overall at a distorted geometry, from OMol25.

Structure (XYZ):
```
17
Properties=species:S:1:pos:R:3:forces:R:3
C -1.369258 -1.022441 -0.340091 0.16 0.09 0.52
C 0.978854 -0.483924 -1.189110 0.10 0.12 0.23
C -0.267909 -0.024705 -0.510080 -0.53 1.26 -0.24
C -0.508660 1.310797 -0.204031 -0.31 -0.59 -1.10
O 0.280459 2.292166 -0.799608 0.56 0.25 0.23
H 0.946216 2.608959 -0.177080 -0.15 -0.01 -0.08
H -1.543915 1.635734 -0.089272 0.03 -0.14 0.22
H -1.818133 -1.237060 -1.317384 0.20 0.03 0.03
H -0.987283 -1.954655 0.079542 -0.04 0.02 -0.02
H 1.273500 -1.471888 -0.830194 -0.05 0.05 -0.01
H 1.801537 0.213585 -1.040019 -0.10 -0.03 -0.04
H 0.793007 -0.561297 -2.267416 -0.07 0.02 0.10
H -2.163362 -0.644471 0.306384 0.08 0.00 -0.03
O 0.555712 0.255232 1.791642 1.61 0.35 -1.53
O 0.612362 -0.898542 2.666186 -0.90 0.32 0.62
H 1.570516 -1.056438 2.655975 -0.30 0.35 -0.03
H -0.153643 1.038947 1.264556 -0.30 -2.08 1.11
```
Positions in Å, forces in eV/Å.

Output
* frontier orbital gap: 8.784 eV
* SMILES: CC(C)=CO.OO
* HOMO energy: -8.483 eV
* charge: 0


The following is a quantum chemistry calculation of a 2-piece molecular cluster, C4H10O3P overall at a distorted geometry, from OMol25.

Structure (XYZ):
```
18
Properties=species:S:1:pos:R:3:forces:R:3
C 2.108868 1.054739 0.203803 -1.48 -2.57 3.06
C 1.190327 -1.018217 -0.831054 -0.55 3.01 -1.65
C -2.428344 -0.656096 0.969668 1.79 1.12 -0.33
C 0.920634 0.036604 0.212258 0.76 -0.29 1.11
O -0.675130 2.285416 0.364899 0.19 0.56 0.98
O -0.905475 0.825516 -1.695410 -0.19 -0.73 -0.08
O -3.184934 -1.185396 -0.087257 -0.50 -0.87 0.36
P -0.596243 0.944873 -0.241568 -2.14 -1.06 0.82
H 1.681470 1.783296 0.808229 0.04 1.81 1.71
H 2.984022 0.586489 0.694562 -0.13 0.50 -0.82
H 2.160554 1.539134 -0.685609 1.01 0.85 -3.05
H 2.186003 -0.842047 -1.154120 1.01 -0.13 -0.69
H 0.504513 -0.859292 -1.678075 0.38 -0.29 0.17
H 1.139056 -1.958553 -0.509204 -0.46 -3.92 1.42
H -2.024925 -1.470624 1.581120 0.18 0.17 0.03
H -3.057954 0.002078 1.547855 0.01 0.43 0.52
H 0.833293 -0.412228 1.270681 -0.10 0.82 -1.58
H -2.835733 -0.655685 -0.770779 0.17 0.60 -1.97
```
Positions in Å, forces in eV/Å.

Output
* frontier orbital gap (spin up / spin down): 7.241 / 7.241 eV
* HOMO energy (spin up / spin down): -3.320 / -3.321 eV
* charge: -1


The following is a quantum chemistry calculation of one molecule with the formula C4H10O3Si at a distorted geometry, from OMol25.

Structure (XYZ):
```
18
Properties=species:S:1:pos:R:3:forces:R:3
C 2.071752 1.747945 -0.534360 -2.08 -1.21 1.09
C 1.348660 1.339069 0.489140 -2.48 -2.15 -0.58
C -2.521725 0.496322 -0.710718 2.01 1.68 -4.94
C 0.979645 -2.358015 -0.237922 1.36 4.06 3.83
O -0.603749 -0.423691 2.023579 -1.54 1.53 2.21
O -1.432516 1.011358 -0.023114 1.00 0.40 0.09
O 0.070693 -1.254944 -0.331829 -0.40 -0.46 -0.29
Si -0.201423 0.078843 0.519759 1.56 2.15 0.31
H 2.854048 2.353107 -0.324212 2.39 2.08 0.07
H 1.732526 1.566690 -1.489335 0.02 -0.70 -2.27
H 1.559844 1.810287 1.385710 0.73 0.41 2.14
H -3.299956 0.432877 -0.085853 -3.17 -0.75 2.13
H -2.178040 -0.414144 -1.197758 -0.79 -0.44 0.04
H -2.838187 1.219298 -1.623758 0.73 -1.36 2.09
H 0.494442 -3.223911 -0.242804 -2.27 -3.58 -0.61
H 1.534669 -2.381450 0.793630 -0.72 0.40 -1.83
H 1.629208 -2.186594 -1.017168 1.79 -0.34 -1.61
H -1.199894 0.186950 2.607015 1.86 -1.71 -1.85
```
Positions in Å, forces in eV/Å.

Output
* frontier orbital gap: 10.434 eV
* SMILES: C=C[Si](O)(OC)OC
* HOMO energy: -9.699 eV
* charge: 0


The following is a quantum chemistry calculation of a 2-piece molecular cluster, C4H10O4 overall at a distorted geometry, from OMol25.

Structure (XYZ):
```
18
Properties=species:S:1:pos:R:3:forces:R:3
C -1.101285 -1.070191 -2.656290 -0.70 -1.12 -0.55
C -0.498374 -0.132215 2.066868 -0.32 2.79 -4.94
C -0.682781 -0.656514 -1.252733 0.80 -1.83 -1.36
C 1.375475 1.318448 1.773272 1.91 -0.75 -0.31
O 2.633833 1.256281 1.191809 -0.50 0.57 0.70
O 0.978767 2.211913 2.457633 -0.32 0.08 0.03
O 0.836722 0.157765 1.474453 -1.58 -0.33 0.71
O -0.084386 0.595922 -1.180506 1.26 0.60 -0.05
H -0.258576 -1.041007 -3.322128 0.81 -0.64 -0.19
H -1.622914 -2.114903 -2.689288 1.02 1.89 0.11
H -1.714948 -0.341835 -3.166230 -0.84 0.27 0.37
H -0.983277 -0.682291 1.213538 0.47 -0.28 1.84
H -1.083682 0.810515 2.119174 0.53 -0.37 0.07
H -0.342724 -0.457124 3.012401 0.15 -1.85 2.60
H -0.001055 -1.452735 -0.917254 -0.02 0.23 0.26
H -1.547423 -0.737237 -0.657083 -1.10 0.45 1.05
H 3.199239 1.854976 1.706656 -0.25 0.10 -0.39
H 0.897389 0.480233 -1.174294 -1.33 0.18 0.03
```
Positions in Å, forces in eV/Å.

Output
* frontier orbital gap: 11.040 eV
* SMILES: COC(=O)O.CCO
* HOMO energy: -10.338 eV
* charge: 0


The following is a quantum chemistry calculation of a 2-piece molecular cluster, C4H10O4 overall at a distorted geometry, from OMol25.

Structure (XYZ):
```
18
Properties=species:S:1:pos:R:3:forces:R:3
O 1.982303 -1.717453 1.805151 0.21 0.76 0.31
O 1.719860 0.494911 2.155385 -0.87 -0.70 -0.72
C 2.380058 -0.684664 2.296328 -0.23 -0.29 -0.21
C 3.622333 -0.513910 3.118543 0.59 -0.28 0.31
H 0.919107 0.284018 1.601909 0.94 0.34 0.68
H 4.145924 -1.479040 3.223418 -0.35 0.44 -0.12
H 3.368593 -0.140160 4.124795 0.06 -0.04 -0.47
H 4.305286 0.206392 2.637575 -0.37 -0.20 0.21
O -1.546978 -1.100845 -2.253343 0.29 0.30 0.82
O -2.915747 0.976497 -0.757144 -0.26 -0.87 0.07
C -1.625128 0.255293 -2.691690 0.28 0.03 -0.38
C -2.878555 0.936399 -2.183458 -0.30 0.34 -0.20
H -1.212004 -1.085485 -1.332500 -0.29 -0.10 -0.83
H -3.223852 0.097074 -0.453694 0.27 0.79 -0.23
H -0.730722 0.824924 -2.373859 -0.33 -0.22 -0.08
H -1.633263 0.231511 -3.798402 -0.02 0.01 0.50
H -2.902368 1.986965 -2.531580 0.04 -0.47 0.16
H -3.774848 0.427572 -2.587431 0.34 0.16 0.18
```
Positions in Å, forces in eV/Å.

Output
* frontier orbital gap: 10.664 eV
* SMILES: CC(=O)O.OCCO
* HOMO energy: -10.268 eV
* charge: 0


The following is a quantum chemistry calculation of one molecule with the formula C4H10O4 at a distorted geometry, from OMol25.

Structure (XYZ):
```
18
Properties=species:S:1:pos:R:3:forces:R:3
C 0.593067 0.542153 -0.154275 -0.38 1.44 4.37
C -0.368865 -0.553258 0.082119 0.95 -2.12 -4.58
C 1.682986 1.296034 2.018024 0.05 0.02 -0.14
C -1.232072 -1.707236 -2.015373 -0.34 -0.11 0.27
O 0.461015 0.900571 1.446973 0.91 0.34 -1.82
O -0.117548 -1.136892 -1.375698 -1.14 0.28 1.95
O 0.187133 1.591514 -0.896222 0.04 -0.17 -0.13
O -1.655831 -0.107832 0.260624 -0.15 -0.20 -0.35
H -0.782455 1.621519 -0.891583 0.11 -0.03 0.15
H -1.791465 0.049583 1.202875 0.12 0.03 0.01
H 1.621165 0.263765 -0.376692 -0.16 0.01 0.16
H -0.039916 -1.361117 0.742425 -0.16 0.44 0.05
H 1.514310 1.489742 3.080082 0.07 0.02 -0.08
H 2.440359 0.503657 1.919595 0.00 0.12 0.10
H -1.702378 -2.466201 -1.375903 -0.06 0.01 -0.17
H -1.982234 -0.948103 -2.269078 0.01 -0.14 0.00
H 2.060523 2.205922 1.536912 0.07 0.00 0.12
H -0.887797 -2.183820 -2.934806 0.06 0.06 0.08
```
Positions in Å, forces in eV/Å.

Output
* frontier orbital gap: 10.450 eV
* SMILES: CO[C@H](O)[C@@H](O)OC
* HOMO energy: -9.734 eV
* charge: 0


Record order is preserved below.
Relative energy (zero: lowest compared OMol25 entry of this formula, charge and spin): 119.62; 417.10; 101.30; 196.27; 89.17; 146.29; 639.76; 181.11; 63.75; 124.75; 61.35; 284.33 kJ/mol